The following is a quantum chemistry calculation of a molecular structure, C20H41CaN3S2Si2 in a non-equilibrium geometry, from OMol25.

```
69
Properties=species:S:1:pos:R:3:lowdin_charge:R:1
Ca 1.019 -0.643 -0.438 0.917
S 2.924 0.678 -1.173 0.770
S -0.071 -2.666 0.370 0.784
C 2.431 2.265 -1.916 -0.405
C 3.410 -0.315 -2.652 -0.395
C 2.331 -1.281 -3.085 -0.276
N 1.881 -2.077 -1.928 -0.233
C 0.866 -3.098 -2.237 -0.269
C 0.464 -3.816 -0.969 -0.426
H 4.317 -0.844 -2.365 0.072
H 3.675 0.367 -3.454 0.088
H 2.720 -1.919 -3.885 0.124
H 1.467 -0.751 -3.477 0.113
H 1.239 -3.827 -2.962 0.123
H 0.014 -2.596 -2.686 0.125
H 1.301 -4.374 -0.553 0.068
H -0.336 -4.526 -1.152 0.080
C -1.872 -2.604 0.111 -0.312
H 2.694 -2.557 -1.548 0.114
H -2.118 -2.243 -0.881 0.052
H -2.268 -1.923 0.856 0.011
H -2.283 -3.593 0.279 0.048
H 2.059 2.883 -1.107 -0.024
H 1.652 2.130 -2.658 0.023
H 3.306 2.734 -2.353 0.051
C 3.071 -1.255 2.123 -0.060
C 3.605 -2.065 1.224 -0.085
H 2.307 -1.591 2.813 0.040
H 3.373 -0.219 2.209 0.064
H 3.304 -3.101 1.137 0.055
H 4.369 -1.729 0.534 0.050
C -0.616 -1.985 3.763 -0.200
Si -0.866 -0.310 2.988 0.369
C -2.629 0.135 3.496 -0.204
C 0.111 1.002 3.888 -0.197
N -0.509 -0.311 1.186 -0.363
C -1.552 0.091 0.094 -0.309
C -2.985 0.111 0.296 -0.125
C -3.922 0.287 -0.735 -0.111
C -3.535 0.497 -2.044 -0.130
C -2.197 0.592 -2.348 -0.101
C -1.211 0.420 -1.367 -0.476
N 0.068 0.884 -1.750 -0.280
Si -0.299 2.605 -0.874 0.521
C -2.025 3.055 -0.221 -0.174
C 0.619 2.741 0.814 -0.182
C -0.049 4.173 -1.908 -0.190
H -0.882 -1.914 4.839 0.042
H 0.428 -2.321 3.668 0.005
H -1.292 -2.716 3.275 0.030
H -2.687 0.228 4.597 0.035
H -2.929 1.109 3.052 0.038
H -3.336 -0.676 3.219 0.031
H 1.196 0.859 3.734 0.021
H -0.207 2.006 3.535 0.032
H -0.136 0.947 4.969 0.037
H -3.440 -0.095 1.225 0.053
H -4.983 0.239 -0.517 0.097
H -4.270 0.642 -2.825 0.095
H -1.906 0.861 -3.358 0.106
H -2.320 2.460 0.658 0.028
H -1.986 4.091 0.173 0.040
H -2.786 3.019 -1.022 0.044
H 1.726 2.736 0.859 0.026
H 0.290 3.653 1.350 0.045
H 0.341 1.881 1.412 -0.035
H 0.966 4.344 -2.308 0.016
H -0.772 4.176 -2.744 0.039
H -0.269 5.040 -1.247 0.040
```

Summary:
F_max (eV/Å): 3.89
Kohn-Sham gap (eV): 6.2
Energy (eV): -81738.9465
Energy relative to the best compared isomer or geometry (same formula, charge and spin) (kJ/mol): 376.08